The following is a quantum chemistry calculation of a molecular structure, C30H47BF3IrN8S3, from the Open Molecules 2025 dataset.

As for the HOMO-LUMO gap (spin up / spin down): 6.417 / 5.432 eV. The value obtained for the total energy is -3231.758405 Ha.

Geometry as ORCA input:
```
! wB97M-V def2-TZVPD RIJCOSX def2/J DEFGRID3
* xyz 3 6
Ir 0.008 3.609 0.193
C 0.312 1.774 5.073
C 0.239 0.836 3.910
C 0.530 -0.498 4.023
C 0.329 -1.353 2.918
N 0.152 -0.842 1.712
N -0.042 0.465 1.562
B -0.313 1.017 0.137
N 0.615 0.663 -1.036
N 1.367 -0.433 -1.045
C 2.074 -0.726 -2.120
C 2.085 0.126 -3.246
C 1.312 1.257 -3.261
C 1.281 2.208 -4.414
C 0.564 1.505 -2.094
S -0.416 2.932 -2.008
C 2.878 -2.005 -2.192
C 2.695 -2.834 -0.925
C 4.365 -1.665 -2.371
C 2.371 -2.818 -3.396
N -1.787 0.727 -0.265
N -1.843 -0.515 -0.729
C -2.984 -1.030 -1.125
C -4.160 -0.246 -1.086
C -4.124 1.044 -0.620
C -5.328 1.924 -0.604
C -2.865 1.527 -0.169
S -2.746 3.110 0.492
C -3.005 -2.455 -1.623
C -3.907 -3.274 -0.682
C -3.573 -2.486 -3.050
C -1.593 -3.053 -1.627
C -0.163 1.287 2.634
S -0.903 2.840 2.489
C 0.216 -2.853 3.099
C 0.421 -3.268 4.558
C -1.207 -3.242 2.657
C 1.242 -3.579 2.225
H 0.509 1.236 5.997
H 1.117 2.499 4.924
H -0.615 2.336 5.190
H 0.847 -0.905 4.973
H 2.711 -0.111 -4.096
H 1.936 1.875 -5.215
H 0.269 2.302 -4.813
H 1.588 3.208 -4.101
H 3.062 -2.285 -0.059
H 1.640 -3.073 -0.792
H 3.254 -3.765 -1.008
H 4.736 -1.060 -1.542
H 4.942 -2.588 -2.402
H 4.559 -1.134 -3.305
H 1.303 -3.028 -3.310
H 2.551 -2.312 -4.346
H 2.901 -3.769 -3.432
H -5.094 -0.661 -1.441
H -6.209 1.385 -0.943
H -5.521 2.318 0.396
H -5.180 2.785 -1.259
H -4.933 -2.902 -0.671
H -3.937 -4.306 -1.026
H -3.523 -3.265 0.341
H -4.602 -2.127 -3.094
H -2.966 -1.887 -3.732
H -3.574 -3.514 -3.411
H -1.160 -3.038 -0.627
H -1.640 -4.085 -1.971
H -0.937 -2.492 -2.296
H -0.308 -2.798 5.222
H 0.282 -4.345 4.641
H 1.432 -3.045 4.904
H -1.962 -2.782 3.300
H -1.385 -2.925 1.629
H -1.323 -4.323 2.718
H 2.261 -3.284 2.480
H 1.149 -4.654 2.373
H 1.054 -3.351 1.181
N 2.415 3.100 -0.079
C 3.172 4.224 0.521
C 2.570 4.513 1.880
N 1.176 4.957 1.674
H 2.651 2.248 0.426
H 2.724 2.966 -1.038
H 3.063 5.095 -0.127
H 4.234 3.995 0.618
H 3.153 5.271 2.404
H 2.570 3.603 2.486
H 1.206 5.889 1.262
H 0.704 5.077 2.566
F 0.414 6.151 -0.887
C -0.653 5.478 -0.402
F -1.128 6.154 0.661
F -1.598 5.474 -1.337
*
```